The following is a DFT calculation (the ωB97M-V functional and the def2-TZVPD basis) of a structure of composition C34H61CsN5O6SSi3.

Last column: Löwdin charge in e.
CARTESIAN COORDINATES (ANGSTROEM)
Cs1 0.26468 -1.03830 -0.25671  1.130
C1 -3.33090 1.68872 -0.99198  -0.093
N1 -2.52755 1.29186 -2.13327  -0.254
C2 -3.21790 0.28572 -2.91985  -0.100
C3 -2.16894 2.40891 -2.98246  -0.219
C4 -1.36063 3.48610 -2.27709  -0.224
N2 -0.12738 3.01966 -1.67802  -0.252
C5 0.84408 2.63862 -2.68540  -0.094
C6 0.42371 4.01892 -0.78103  -0.096
H1 -4.23116 2.25507 -1.29717  0.094
H2 -2.74571 2.28210 -0.29163  0.069
H3 -3.66302 0.79311 -0.46267  0.076
H4 -4.16626 0.66706 -3.34349  0.091
H5 -3.44348 -0.58068 -2.29861  0.063
H6 -2.58940 -0.04773 -3.74575  0.072
H7 -3.07847 2.90672 -3.37609  0.122
H8 -1.62984 2.01738 -3.84698  0.110
H9 -1.97375 3.93126 -1.49050  0.108
H10 -1.16489 4.29283 -3.01020  0.121
H11 1.04862 3.46518 -3.39180  0.091
H12 0.49718 1.77460 -3.25162  0.079
H13 1.77726 2.36370 -2.20052  0.054
H14 0.67938 4.95668 -1.30904  0.086
H15 1.31974 3.62706 -0.30126  0.063
H16 -0.29977 4.25070 0.00237  0.085
O1 2.01389 2.28754 1.78446  -0.019
C7 2.65832 2.04926 2.79238  -0.232
C8 3.13482 0.77161 3.26273  -0.117
C9 4.01942 0.80657 4.34180  0.031
C10 4.55522 -0.34836 4.86289  -0.182
C11 4.20956 -1.60608 4.31395  -0.003
C12 3.33606 -1.67519 3.27941  0.005
C13 2.71983 -0.50610 2.69123  -0.380
O2 1.88360 -0.63202 1.76960  -0.301
N3 5.45950 -0.27654 5.96462  -0.376
O3 5.91584 -1.31846 6.41878  0.037
O4 5.73718 0.82460 6.43235  0.029
H17 2.98954 2.89996 3.42767  0.123
H18 4.29330 1.75979 4.77648  0.120
H19 4.64668 -2.50075 4.73357  0.114
H20 3.05393 -2.63087 2.85298  0.107
C14 -2.02254 -2.83811 2.28558  -0.173
O5 -1.64769 -2.71898 0.94169  -0.487
Si1 -2.09970 -3.77731 -0.33176  0.255
C15 -3.80216 -3.13030 -0.86554  -0.146
C16 -2.48407 -5.46034 0.48913  -0.162
C17 -0.78552 -3.79138 -1.55547  -0.524
Si2 -1.17590 -4.28543 -3.26604  0.360
C18 0.34549 -4.65453 -4.35512  -0.183
C19 -2.25482 -5.85238 -3.41798  -0.193
C20 -2.09264 -2.95484 -4.27277  -0.194
Si3 0.78451 -4.44697 -0.88181  0.309
C21 0.92942 -4.36812 1.01656  -0.189
C22 1.14494 -6.27203 -1.30624  -0.176
C23 2.35865 -3.52490 -1.41184  -0.203
H21 -1.93798 -3.86842 2.64695  0.074
H22 -3.05371 -2.50019 2.45936  0.084
H23 -1.35431 -2.21872 2.89413  0.078
H24 -4.59687 -3.62640 -0.29869  0.028
H25 -4.02220 -3.27929 -1.92613  0.012
H26 -3.86624 -2.05778 -0.65553  0.010
H27 -3.14502 -5.38978 1.36030  0.021
H28 -1.59910 -6.03408 0.77349  0.016
H29 -3.01602 -6.05534 -0.26388  0.025
H30 1.31486 -4.53357 -3.86910  -0.005
H31 0.33587 -3.98737 -5.22427  0.017
H32 0.29587 -5.68132 -4.73163  0.026
H33 -1.75864 -6.69634 -2.92803  0.020
H34 -2.42356 -6.11385 -4.46857  0.018
H35 -3.23634 -5.73062 -2.94756  0.015
H36 -1.46315 -2.06051 -4.34086  0.013
H37 -3.05219 -2.65040 -3.84631  0.004
H38 -2.27899 -3.30742 -5.29322  0.024
H39 0.08112 -4.83064 1.52608  0.011
H40 1.05231 -3.36085 1.42616  -0.007
H41 1.83039 -4.93270 1.28560  0.034
H42 0.34567 -6.92204 -0.93532  0.022
H43 2.08213 -6.59552 -0.83910  0.023
H44 1.22849 -6.43968 -2.38448  0.013
H45 2.29428 -2.43870 -1.33260  -0.063
H46 2.63675 -3.73992 -2.44534  0.013
H47 3.20068 -3.82706 -0.77844  0.040
C24 -1.41517 0.89588 4.08996  -0.144
C25 -2.93405 0.74959 3.94498  -0.157
C26 -3.10401 0.87295 2.43567  -0.218
O6 -2.18819 1.88810 2.06113  -0.153
C27 -1.02405 1.77081 2.88078  -0.177
H48 -0.92916 -0.07844 4.01227  0.098
H49 -1.11793 1.33386 5.04216  0.107
H50 -3.45206 1.57754 4.43332  0.110
H51 -3.31943 -0.18695 4.34860  0.108
H52 -4.10220 1.18474 2.12651  0.122
H53 -2.86090 -0.07248 1.93034  0.108
H54 -0.72132 2.78051 3.16244  0.121
H55 -0.20151 1.31132 2.33482  0.088
N4 3.49632 1.42454 -0.44087  0.124
C28 3.67956 0.64701 -1.52675  -0.688
N5 2.75217 -0.06674 -2.08688  0.044
C29 3.24013 -0.69393 -3.22005  -0.324
C30 2.49318 -1.50932 -4.07177  -0.030
C31 3.10692 -2.07955 -5.17059  -0.086
C32 4.45513 -1.84796 -5.44511  -0.101
C33 5.21103 -1.03143 -4.62091  -0.103
C34 4.59150 -0.46029 -3.52019  -0.475
S1 5.25661 0.61220 -2.31607  1.067
H56 2.67255 1.28666 0.13808  0.060
H57 4.29970 1.76986 0.05364  0.098
H58 1.45006 -1.70395 -3.84672  0.113
H59 2.53383 -2.72821 -5.82152  0.096
H60 4.91577 -2.31103 -6.30884  0.097
H61 6.25665 -0.84605 -4.83333  0.102

The spin multiplicity is 1. The value obtained for the gap between HOMO and LUMO is 6.32 eV. Its energy above the lowest of the compared OMol25 structures with the same formula, charge and spin is 20.33 kcal per mole. The total charge is -1. As for the HOMO energy: -4.440 eV. The calculation puts the LUMO energy at 1.88 eV.


The following is a DFT calculation (the ωB97M-V functional and the def2-TZVPD basis) of a cluster of 6 separate species, C34H62BIO16Si in total.

Last column: Löwdin charge in e.
CARTESIAN COORDINATES (ANGSTROEM)
C1 -1.94259 -4.59251 -2.16525  -0.119
C2 -2.15414 -5.09978 -3.62910  -0.236
C3 -1.96333 -4.00132 -4.73172  -0.197
C4 -0.71431 -3.08219 -4.52360  -0.191
C5 -0.97851 -1.77170 -3.72281  -0.203
C6 -2.03743 -0.81635 -4.36135  -0.189
C7 -2.65929 0.21802 -3.36012  -0.186
C8 -1.63586 0.87349 -2.38020  -0.201
C9 -2.02962 0.73089 -0.85952  -0.239
C10 -2.30457 -0.74007 -0.39988  -0.283
Si1 -0.80092 -1.65684 0.35270  0.671
C11 -1.23691 -2.07172 2.16774  -0.342
C12 -0.26833 -3.05398 2.90821  -0.805
C13 0.99584 -2.35446 3.51507  -0.168
I1 0.36980 -4.77492 1.74922  0.821
B1 0.92064 -0.72481 0.17230  -0.503
C14 2.19569 -1.60114 -0.31090  -0.064
O1 1.17920 0.65255 0.45819  0.008
H1 -2.42887 -3.61800 -1.98141  0.052
H2 -0.86329 -4.58205 -1.93443  0.053
H3 -2.44621 -5.31878 -1.49479  0.075
H4 -3.21194 -5.43290 -3.70659  0.100
H5 -1.49881 -5.96127 -3.84696  0.078
H6 -1.81136 -4.53167 -5.69540  0.106
H7 -2.90897 -3.43597 -4.81470  0.092
H8 0.00841 -3.67609 -3.91286  0.092
H9 -0.17568 -2.85793 -5.46677  0.109
H10 -1.26867 -1.95856 -2.67296  0.062
H11 -0.02179 -1.20550 -3.68701  0.107
H12 -1.50367 -0.21285 -5.13044  0.113
H13 -2.84893 -1.33730 -4.90350  0.096
H14 -3.51709 -0.24966 -2.83007  0.104
H15 -3.11384 1.01578 -3.98618  0.107
H16 -0.58294 0.58589 -2.56634  0.100
H17 -1.67741 1.94990 -2.57021  0.071
H18 -1.31810 1.28407 -0.22145  0.085
H19 -2.99992 1.27298 -0.77251  0.108
H20 -2.72656 -1.37189 -1.21034  0.048
H21 -3.11855 -0.68512 0.36154  0.077
H22 -0.66764 -2.91134 -0.42214  -0.045
H23 -1.29228 -1.10914 2.72851  0.089
H24 -2.25882 -2.50760 2.23689  0.078
H25 -0.83219 -3.46404 3.76895  0.037
H26 1.82268 -3.07610 3.64643  0.049
H27 1.30752 -1.44167 2.97649  0.066
H28 0.70589 -2.02322 4.53837  0.078
H29 1.88746 -2.65764 -0.40286  0.017
H30 2.95641 -1.53699 0.49860  0.071
H31 2.56851 -1.15895 -1.25575  0.070
H32 1.24497 1.16676 -0.35065  0.088
C15 2.05145 6.10018 -0.89874  -0.009
C16 0.84152 5.53493 -1.59664  -0.316
C17 0.05188 4.58624 -0.74268  -0.084
O2 -0.55721 3.73776 -1.71857  0.038
C18 0.26873 3.71805 -2.79774  -0.551
O3 0.18295 2.94446 -3.69977  0.153
O4 1.21108 4.68970 -2.70180  0.100
H33 1.75762 6.65450 0.00498  0.055
H34 2.74467 5.30500 -0.62246  0.071
H35 2.59841 6.77542 -1.56088  0.097
H36 0.21113 6.34263 -1.98564  0.156
H37 -0.70335 5.08940 -0.14030  0.140
H38 0.67849 3.97082 -0.09020  0.131
C19 -2.84385 9.98536 1.42461  -0.021
C20 -1.34824 9.85915 1.24729  -0.333
C21 -0.91622 9.62571 -0.17438  -0.093
O5 0.31229 8.91283 0.00020  0.067
C22 0.21587 8.24836 1.17724  -0.545
O6 0.96449 7.39198 1.52806  0.144
O7 -0.84690 8.68232 1.89768  0.095
H39 -3.23770 10.82436 0.85005  0.093
H40 -3.35153 9.07093 1.11204  0.092
H41 -3.08965 10.13762 2.47632  0.088
H42 -0.84147 10.72654 1.68122  0.161
H43 -0.75388 10.55120 -0.72416  0.143
H44 -1.60778 8.99157 -0.73676  0.142
C23 4.52142 -4.91462 -5.56290  -0.022
C24 3.20928 -4.83529 -4.81697  -0.339
C25 3.31063 -5.18600 -3.35738  -0.098
O8 1.99711 -5.67438 -3.07545  0.055
C26 1.51105 -6.18654 -4.23486  -0.561
O9 0.53727 -6.85961 -4.31411  0.160
O10 2.28592 -5.82550 -5.28908  0.089
H45 5.25570 -4.22818 -5.13957  0.091
H46 4.92465 -5.92865 -5.53435  0.092
H47 4.37581 -4.66366 -6.61447  0.088
H48 2.75164 -3.85114 -4.95988  0.156
H49 3.54820 -4.32645 -2.73205  0.138
H50 4.02869 -5.98606 -3.15481  0.142
C27 -2.58450 -5.46200 5.86525  -0.015
C28 -3.32558 -4.77661 6.99020  -0.337
C29 -2.52784 -3.71028 7.69022  -0.106
O11 -3.10418 -3.71399 8.99775  0.064
C30 -3.57625 -4.96925 9.21569  -0.559
O12 -3.92272 -5.38274 10.27086  0.173
O13 -3.59436 -5.68802 8.06259  0.088
H51 -2.29505 -4.74824 5.09290  0.071
H52 -1.68987 -5.96556 6.23622  0.096
H53 -3.21107 -6.23058 5.41095  0.091
H54 -4.28294 -4.38666 6.63004  0.160
H55 -2.63044 -2.73150 7.22327  0.138
H56 -1.46528 -3.95551 7.77911  0.141
C31 4.07590 1.72371 3.88709  -0.019
C32 3.92726 3.01452 3.11503  -0.330
C33 2.77926 3.01986 2.14492  -0.100
O14 3.22543 3.94681 1.15068  0.033
C34 4.58264 3.89397 1.15119  -0.553
O15 5.27247 4.36780 0.31059  0.173
O16 5.04356 3.22371 2.23934  0.092
H57 3.18321 1.51503 4.47827  0.090
H58 4.25925 0.88561 3.21186  0.090
H59 4.93358 1.77982 4.55912  0.087
H60 3.87229 3.86298 3.80473  0.160
H61 1.84759 3.35563 2.59937  0.145
H62 2.61383 2.05425 1.66124  0.115

The spin multiplicity is 1. The value obtained for the gap between HOMO and LUMO is 9.30 eV. Its energy above the lowest of the compared OMol25 structures with the same formula, charge and spin is 0.00 kcal per mole. As for the HOMO energy: -9.245 eV. The calculation puts the LUMO energy at 0.05 eV. As for the SMILES: CCCCCCCCCC[Si@H](C[C@H](C)I)B(C)O.C[C@@H]1COC(=O)O1.C[C@@H]1COC(=O)O1.C[C@@H]1COC(=O)O1.C[C@@H]1COC(=O)O1.C[C@@H]1COC(=O)O1.


DFT total energy (computed, hartree): -3344.314673, -3148.676471